No. 1
DFT (ωB97M-V with the def2-TZVPD basis set) results for the molecule C4H8O2.

XYZ file:
```
14
Properties=species:S:1:pos:R:3:forces:R:3:lowdin_charge:R:1
O -0.849 -1.629 -0.302 0.068 -0.186 0.077 -0.09
C -0.753 -0.840 0.871 -0.078 0.131 0.370 -0.22
C -0.332 0.621 0.577 -0.039 -0.038 0.121 -0.22
C -0.535 0.849 -0.898 0.131 0.203 -0.125 -0.04
C 0.879 0.605 -0.257 -0.145 0.307 0.004 -0.29
O 1.707 -0.526 -0.053 -0.002 -0.193 -0.774 -0.03
H -0.036 -1.475 -0.805 -0.091 -0.427 0.142 0.07
H -1.750 -0.853 1.316 0.086 0.031 0.055 0.12
H -0.042 -1.313 1.558 -0.110 0.227 0.084 0.12
H -0.487 1.342 1.376 -0.128 -0.065 -0.157 0.14
H -1.319 0.211 -1.300 0.830 -0.220 -0.358 0.11
H -0.560 1.838 -1.339 -0.005 0.178 0.335 0.09
H 1.457 1.506 -0.436 -0.071 0.018 0.404 0.14
H 2.620 -0.335 -0.307 -0.446 0.036 -0.179 0.10
```
Forces are in eV/Å.

Computed properties:
Energy relative to the best compared isomer or geometry (same formula, charge and spin) = 2.8452 eV
SMILES = OC[C@@H]1C[C@@H]1O
HOMO level = -9.64 eV
Net charge = 0
2S+1 = 1

No. 2
DFT (ωB97M-V with the def2-TZVPD basis set) results for the molecule C4H8O2.

XYZ file:
```
14
Properties=species:S:1:pos:R:3:forces:R:3:lowdin_charge:R:1
C -1.734 0.119 1.227 -0.051 0.033 0.004 -0.02
C -0.751 -0.241 0.135 -0.099 -0.155 -0.163 -0.43
O -1.075 -0.988 -0.772 0.148 0.251 0.377 0.07
C 0.638 0.364 0.217 0.003 -0.005 -0.027 -0.12
C 1.587 -0.163 -0.858 0.192 -0.021 0.331 -0.28
O 1.087 0.040 -2.157 -0.167 -0.099 -0.111 -0.07
H -1.628 -0.598 2.050 0.028 0.072 -0.112 0.09
H -1.549 1.118 1.631 -0.001 -0.138 -0.074 0.08
H -2.752 0.046 0.839 0.150 -0.003 0.065 0.09
H 0.527 1.453 0.125 -0.030 -0.115 -0.003 0.13
H 1.047 0.185 1.223 -0.101 0.016 -0.151 0.13
H 1.796 -1.227 -0.667 -0.056 0.128 -0.068 0.12
H 2.539 0.374 -0.798 -0.120 -0.093 0.021 0.12
H 0.270 -0.482 -2.195 0.105 0.128 -0.090 0.07
```
Forces are in eV/Å.

Computed properties:
Energy relative to the best compared isomer or geometry (same formula, charge and spin) = 0.7529 eV
SMILES = CC(=O)CCO
HOMO level = -9.94 eV
Net charge = 0
2S+1 = 1

No. 3
DFT (ωB97M-V with the def2-TZVPD basis set) results for the molecule C4H8O2.

XYZ file:
```
14
Properties=species:S:1:pos:R:3:forces:R:3:lowdin_charge:R:1
O 0.055 0.769 1.682 -0.172 0.218 0.014 -0.09
C -0.939 -0.026 1.053 -0.331 -0.246 -0.031 -0.21
C -0.389 -0.796 -0.183 -0.116 -0.115 0.018 -0.24
C 1.100 -0.773 -0.026 0.233 0.104 -0.248 -0.04
C 0.263 0.186 -1.051 0.107 -0.434 -0.044 -0.28
O -0.403 1.425 -1.067 0.684 0.400 0.397 -0.02
H 0.590 1.157 0.973 -0.257 0.197 0.444 0.07
H -1.271 -0.737 1.813 -0.056 0.012 -0.115 0.12
H -1.776 0.618 0.762 -0.018 -0.275 -0.040 0.11
H -1.003 -1.614 -0.553 0.102 -0.031 0.122 0.14
H 1.400 -0.814 1.024 0.257 0.940 -0.484 0.11
H 1.786 -1.333 -0.646 -0.348 -0.341 -0.218 0.09
H 0.679 -0.077 -2.020 -0.435 -0.186 0.007 0.14
H -0.089 2.015 -1.762 0.351 -0.242 0.176 0.10
```
Forces are in eV/Å.

Computed properties:
Energy relative to the best compared isomer or geometry (same formula, charge and spin) = 3.3590 eV
SMILES = OC[C@@H]1C[C@@H]1O
HOMO level = -9.46 eV
Net charge = 0
2S+1 = 1

No. 4
DFT (ωB97M-V with the def2-TZVPD basis set) results for the molecule C4H8O2.

XYZ file:
```
14
Properties=species:S:1:pos:R:3:forces:R:3:lowdin_charge:R:1
O -0.673 1.973 1.934 -0.451 0.227 0.928 0.06
C -0.095 0.951 1.726 1.074 -0.692 -2.284 -0.28
C 0.786 0.797 0.467 -0.088 -0.080 0.725 -0.17
C 0.720 -0.565 -0.230 -0.619 0.178 -0.188 -0.19
C -0.722 -0.890 -0.706 1.157 -0.077 -0.717 -0.24
O -0.772 -0.619 -2.109 0.301 -0.026 -0.067 -0.07
H -0.198 -0.010 2.247 -0.319 0.089 0.918 0.12
H 1.839 0.970 0.714 -0.109 0.325 0.183 0.12
H 0.429 1.601 -0.183 0.322 -0.140 -0.196 0.12
H 1.417 -0.467 -1.064 -0.427 -0.268 -0.351 0.11
H 1.111 -1.418 0.319 0.028 0.191 0.666 0.10
H -0.934 -1.959 -0.618 -0.089 0.115 0.378 0.11
H -1.420 -0.301 -0.106 -0.274 -0.092 -0.252 0.11
H -1.488 -0.062 -2.392 -0.506 0.252 0.257 0.07
```
Forces are in eV/Å.

Computed properties:
Energy relative to the best compared isomer or geometry (same formula, charge and spin) = 1.6508 eV
SMILES = O=CCCCO
HOMO level = -9.87 eV
Net charge = 0
2S+1 = 1

No. 5
DFT (ωB97M-V with the def2-TZVPD basis set) results for the molecule C4H8O2.

XYZ file:
```
14
Properties=species:S:1:pos:R:3:forces:R:3:lowdin_charge:R:1
O -1.790 0.959 -0.015 -0.035 0.174 0.144 0.01
C -0.920 0.176 -0.806 0.466 0.090 -0.251 -0.42
C 0.538 0.688 -0.621 -0.051 -0.058 -0.137 -0.10
C 1.037 -0.138 0.580 0.058 -0.055 0.072 -0.15
C -0.003 -1.262 0.730 0.160 -0.129 0.242 -0.18
O -0.908 -1.137 -0.357 -0.075 -0.028 -0.054 -0.07
H -1.406 1.842 -0.007 -0.290 0.001 0.164 0.09
H -1.329 0.106 -1.825 0.397 0.284 0.119 0.15
H 0.614 1.763 -0.401 -0.260 -0.217 -0.192 0.11
H 1.156 0.512 -1.505 -0.224 -0.120 0.024 0.11
H 1.079 0.461 1.493 0.003 -0.039 -0.154 0.11
H 2.040 -0.531 0.399 -0.140 0.028 0.033 0.11
H 0.434 -2.261 0.658 -0.045 0.092 0.082 0.12
H -0.542 -1.177 1.679 0.035 -0.022 -0.092 0.12
```
Forces are in eV/Å.

Computed properties:
Energy relative to the best compared isomer or geometry (same formula, charge and spin) = 1.0297 eV
SMILES = O[C@H]1CCCO1
HOMO level = -10.23 eV
Net charge = 0
2S+1 = 1

No. 6
DFT (ωB97M-V with the def2-TZVPD basis set) results for the molecule C4H8O2.

XYZ file:
```
14
Properties=species:S:1:pos:R:3:forces:R:3:lowdin_charge:R:1
C 0.938 -0.663 0.795 0.648 -0.929 -1.136 -0.20
C 1.257 0.243 -0.385 0.582 -0.865 -2.563 -0.26
O 0.307 1.132 -0.805 -0.383 0.967 0.181 -0.12
C -0.986 0.548 -0.781 -0.161 0.115 -0.018 -0.17
C -1.317 0.008 0.601 -0.072 0.212 -0.159 -0.18
O -0.417 -1.029 0.943 0.051 -0.102 -0.130 -0.13
H 1.409 -1.303 0.003 0.100 -2.355 3.383 0.10
H 1.440 -0.526 1.777 -0.256 0.196 -0.836 0.13
H 2.226 0.723 -0.209 -0.229 0.055 -0.240 0.13
H 1.444 -0.609 -1.331 -0.462 2.718 1.479 0.17
H -1.661 1.351 -1.080 -0.114 -0.167 0.044 0.13
H -1.038 -0.277 -1.514 0.046 0.151 0.088 0.13
H -1.279 0.823 1.341 0.035 -0.074 -0.093 0.13
H -2.323 -0.428 0.611 0.216 0.079 0.000 0.13
```
Forces are in eV/Å.

Computed properties:
Energy relative to the best compared isomer or geometry (same formula, charge and spin) = 3.5953 eV
SMILES = C1COCCO1
HOMO level = -9.43 eV
Net charge = 0
2S+1 = 1

No. 7
DFT (ωB97M-V with the def2-TZVPD basis set) results for the molecule C4H8O2.

XYZ file:
```
14
Properties=species:S:1:pos:R:3:forces:R:3:lowdin_charge:R:1
C -0.726 -1.962 -0.417 0.317 0.125 0.150 0.00
C -0.394 -0.511 -0.586 -0.093 0.139 -0.041 -0.44
O 0.081 -0.234 -1.672 0.433 0.360 -0.052 0.05
C -0.761 0.594 0.375 0.102 -0.078 -0.089 -0.10
C 0.451 1.531 0.456 -0.048 -0.035 0.418 -0.28
O 0.722 2.185 -0.752 0.118 0.074 -0.112 -0.06
H -1.094 -2.368 0.537 -0.276 0.503 -0.577 0.09
H -1.370 -1.918 -1.289 -0.992 -1.273 0.263 0.10
H 0.126 -2.543 -0.751 0.211 -0.065 0.031 0.09
H -1.611 1.151 -0.043 0.154 -0.160 0.038 0.14
H -1.049 0.215 1.362 0.127 0.014 -0.160 0.12
H 1.312 0.935 0.805 -0.027 0.200 -0.039 0.12
H 0.248 2.299 1.201 0.092 0.036 0.035 0.12
H 0.777 1.495 -1.437 -0.118 0.161 0.136 0.06
```
Forces are in eV/Å.

Computed properties:
Energy relative to the best compared isomer or geometry (same formula, charge and spin) = 1.2598 eV
SMILES = CC(=O)CCO
HOMO level = -9.83 eV
Net charge = 0
2S+1 = 1

No. 8
DFT (ωB97M-V with the def2-TZVPD basis set) results for a structure of composition C4H8O2.

XYZ file:
```
14
Properties=species:S:1:pos:R:3:forces:R:3:lowdin_charge:R:1
C 0.498 -2.128 -0.231 -0.015 -0.248 0.051 -0.10
O 0.623 -0.790 -0.674 -0.055 0.067 0.062 -0.17
C 0.711 0.125 0.368 0.361 0.227 -0.148 -0.24
C 0.287 1.443 0.120 0.060 -0.317 0.199 0.01
C -1.047 1.585 -0.520 0.199 0.118 -0.304 -0.29
O -1.570 1.267 0.744 0.007 -0.296 0.121 -0.19
H 1.369 -2.436 0.368 -0.149 0.100 -0.106 0.09
H -0.412 -2.273 0.369 0.133 0.069 -0.111 0.09
H 0.446 -2.754 -1.126 0.008 0.122 0.176 0.09
H 1.512 -0.062 1.088 -0.159 0.031 -0.130 0.13
H -0.522 0.305 0.931 -0.294 0.387 0.044 0.20
H 0.643 2.265 0.735 -0.108 -0.174 -0.090 0.14
H -1.234 0.855 -1.315 -0.038 0.096 0.140 0.12
H -1.302 2.598 -0.855 0.051 -0.183 0.097 0.12
```
Forces are in eV/Å.

Computed properties:
Energy relative to the best compared isomer or geometry (same formula, charge and spin) = 5.3821 eV
HOMO level = -8.35 eV
Net charge = 0
2S+1 = 1

No. 9
DFT (ωB97M-V with the def2-TZVPD basis set) results for the molecule C4H8O2.

XYZ file:
```
14
Properties=species:S:1:pos:R:3:forces:R:3:lowdin_charge:R:1
O 1.760 -1.310 -0.296 -0.159 -0.188 -0.320 -0.06
C 1.284 -0.052 -0.737 -0.110 0.394 -0.107 -0.23
C 0.434 0.578 0.353 0.368 0.158 -0.077 -0.21
C -0.956 1.138 0.144 0.026 0.085 -0.060 -0.05
C -0.762 -0.194 0.798 -0.139 -0.017 0.224 -0.33
O -1.103 -1.343 0.048 -0.061 0.172 -0.046 -0.03
H 0.982 -1.885 -0.309 0.173 -0.060 0.152 0.07
H 0.713 -0.130 -1.674 0.084 -0.099 0.169 0.12
H 2.175 0.550 -0.951 -0.235 0.001 0.090 0.12
H 1.020 1.087 1.117 -0.166 -0.324 0.064 0.14
H -1.346 1.137 -0.872 0.013 -0.032 0.198 0.11
H -1.276 1.965 0.773 0.091 -0.069 -0.212 0.10
H -0.915 -0.317 1.868 -0.147 0.123 -0.160 0.14
H -2.010 -1.223 -0.264 0.261 -0.145 0.088 0.11
```
Forces are in eV/Å.

Computed properties:
Energy relative to the best compared isomer or geometry (same formula, charge and spin) = 1.9372 eV
SMILES = OC[C@H]1C[C@H]1O
HOMO level = -10.07 eV
Net charge = 0
2S+1 = 1

No. 10
DFT (ωB97M-V with the def2-TZVPD basis set) results for the molecule C4H8O2.

XYZ file:
```
14
Properties=species:S:1:pos:R:3:forces:R:3:lowdin_charge:R:1
C -0.105 0.463 -1.930 0.097 0.074 -0.233 -0.12
O 0.734 -0.132 -0.953 -0.151 0.010 0.141 -0.15
C 0.214 -0.529 0.313 -0.157 0.131 0.198 -0.35
C 1.031 0.014 1.487 -0.005 -0.048 0.113 -0.03
C -1.262 -0.218 0.578 0.104 -0.159 0.327 -0.20
O -1.701 -0.233 1.703 -0.119 0.074 -0.643 0.06
H 0.490 0.469 -2.847 -0.070 0.071 0.156 0.09
H -1.031 -0.087 -2.158 0.281 -0.035 0.193 0.08
H -0.364 1.504 -1.685 -0.007 -0.196 0.079 0.10
H 0.276 -1.632 0.361 -0.095 0.175 -0.101 0.16
H 2.058 -0.353 1.487 -0.062 0.058 -0.218 0.08
H 1.033 1.108 1.543 -0.004 -0.165 -0.256 0.09
H 0.546 -0.344 2.398 0.116 0.017 -0.049 0.08
H -1.920 -0.030 -0.297 0.073 -0.008 0.293 0.12
```
Forces are in eV/Å.

Computed properties:
Energy relative to the best compared isomer or geometry (same formula, charge and spin) = 1.9239 eV
SMILES = CO[C@@H](C)C=O
HOMO level = -9.85 eV
Net charge = 0
2S+1 = 1

no.,Kohn-Sham gap (eV),largest force on an atom (eV/A),molecular weight (g/mol)
1,10.2907,0.9,88.11
2,10.8181,0.5,88.11
3,10.1143,1.1,88.11
4,10.7644,2.6,88.11
5,11.1452,0.5,88.11
6,10.4516,4.1,88.11
7,10.6034,1.6,88.11
8,8.5950,0.5,88.11
9,10.8920,0.4,88.11
10,10.6547,0.7,88.11